The following is a DFT calculation (ωB97M-V/def2-TZVPD) of one molecule with the formula CH2N2OS2 in a non-equilibrium geometry.

Last column: Mulliken charge in e.
Element x y z (Å)
N1 -1.12950 -1.80481 1.81212  -0.36
C1 -0.73911 -0.98293 1.07596  0.25
S1 -0.31440 0.59663 0.08393  0.72
N2 1.12131 -0.05453 -0.55073  -0.52
O1 0.05690 1.50327 1.09025  -0.50
S2 -1.56746 0.98464 -1.27019  -0.18
H1 0.74334 -0.82252 -1.13477  0.30
H2 1.82892 0.58025 -1.10657  0.29

Forces on atoms 1 to 2 (eV/Å):
N 0.890 1.617 -1.615
C -0.711 -0.099 0.356

The total energy comes out at -1020.3325 a.u. Its LUMO energy is -0.38 eV. As for the frontier orbital gap: 9.99 eV. Its total charge is 0. The relative energy (zero: lowest compared OMol25 entry of this formula, charge and spin) comes out at 1.628 eV.

The following is a DFT calculation (ωB97M-V/def2-TZVPD) of C4H3N2 as an isolated structure in a non-equilibrium geometry.

Last column: Mulliken charge in e.
Element x y z (Å)
C1 2.17292 0.29902 -0.00062  -0.10
C2 0.89964 0.48293 -0.00165  0.58
C3 0.63997 -1.04400 0.00202  -0.04
C4 -1.23047 0.05006 -0.00522  -0.19
N1 -0.63502 -1.15241 -0.00185  -0.34
N2 -0.34702 1.03268 0.00019  -0.01
H1 1.32295 -1.87784 0.01423  0.45
H2 -2.30333 0.17322 -0.01157  0.39
H3 -0.51964 2.03634 0.00446  0.25

Forces on atoms 1 to 2 (eV/Å):
C 0.079 0.926 0.019
C -0.357 -0.569 0.014

Its multiplicity is 3. The total energy comes out at -263.1467 a.u. Its LUMO energy (spin up / spin down) is -7.15 / -9.87 eV. As for the frontier orbital gap (spin up / spin down): 6.01 / 6.63 eV. Its expectation value of S² is 2.0541. Its total charge is +1. The relative energy (zero: lowest compared OMol25 entry of this formula, charge and spin) comes out at 2.831 eV.

The following is a DFT calculation (ωB97M-V/def2-TZVPD) of C4H7NO as an isolated structure.

Last column: Mulliken charge in e.
Element x y z (Å)
C1 0.86120 1.13286 -1.07760  -1.37
C2 0.56642 0.08937 -0.03094  0.34
N1 -0.83816 0.12296 0.58001  -0.12
C3 -0.64160 -1.32034 0.98196  -0.29
C4 -0.02513 -1.29796 -0.45072  -0.40
O1 -1.22427 -0.58425 -0.83780  -0.20
H1 0.95565 2.13605 -0.64531  0.34
H2 0.08381 1.13612 -1.84360  0.30
H3 1.81475 0.87856 -1.55181  0.34
H4 1.31637 0.09163 0.77283  0.31
H5 -1.27015 0.88635 1.15283  0.24
H6 -1.59127 -1.84837 1.07859  0.25
H7 -0.00762 -1.42297 1.87155  0.26

Forces on atoms 1 to 2 (eV/Å):
C -0.029 -0.023 -0.029
C 0.285 0.123 -0.031

The total energy comes out at -286.3406 a.u. Its LUMO energy (spin up / spin down) is 0.31 / 0.31 eV. As for the frontier orbital gap (spin up / spin down): 7.95 / 7.95 eV. Its total charge is 0. The relative energy (zero: lowest compared OMol25 entry of this formula, charge and spin) comes out at 7.920 eV.

The following is a DFT calculation (ωB97M-V/def2-TZVPD) of C8H11IP2 as an isolated structure in a non-equilibrium geometry.

Last column: Mulliken charge in e.
Element x y z (Å)
C1 -0.29777 1.57752 0.25391  -0.06
C2 1.13156 1.72687 0.47854  -0.56
C3 -0.61283 -0.93674 -0.08373  0.44
C4 -1.04807 0.47803 0.01537  0.67
C5 0.59592 -1.34825 -0.32554  -0.99
C6 1.92751 0.73095 0.17186  -0.45
C7 -3.12817 2.12887 -0.86236  -1.09
C8 2.55130 -2.61895 0.98926  -1.15
P1 -2.91527 0.56657 0.12204  -0.05
P2 2.15144 -2.02484 -0.67921  -0.21
I1 3.94435 0.64448 -0.10399  0.08
H1 -0.76186 2.47704 0.35680  0.20
H2 1.36604 2.76678 0.84306  0.32
H3 -1.35520 -1.62475 0.01543  0.47
H4 -4.24660 2.47607 -1.01136  0.30
H5 -2.77178 2.03738 -1.79592  0.43
H6 -2.73047 2.99686 -0.35926  0.31
H7 1.77832 -3.11966 1.49232  0.45
H8 2.67769 -1.98590 1.80900  0.46
H9 3.42898 -3.39101 1.06434  0.31
H10 -3.23595 -0.21341 -1.16922  0.05
H11 1.55087 -3.34392 -1.22132  0.07

Forces on atoms 1 to 2 (eV/Å):
C 0.680 -2.774 0.048
C -0.403 1.214 0.251

The total energy comes out at -1291.5642 a.u. Its LUMO energy (spin up / spin down) is -0.36 / -0.35 eV. As for the frontier orbital gap (spin up / spin down): 7.35 / 7.36 eV. Its total charge is 0.

The following is a DFT calculation (ωB97M-V/def2-TZVPD) of C7H5NO12OsP2 as an isolated structure.

Last column: Mulliken charge in e.
Element x y z (Å)
Os1 -0.16587 0.02740 -0.20813  1.62
O1 -0.10017 0.32789 5.83393  -0.50
C1 -0.04793 0.23576 4.49834  1.08
C2 1.03047 0.71870 3.74925  -0.51
C3 0.96629 0.58914 2.38080  0.13
N1 -0.09281 0.04132 1.81182  -0.43
C4 -1.08776 -0.49883 2.50010  0.21
C5 -1.11624 -0.41995 3.86927  -0.69
C6 -1.98487 -1.27124 1.56919  0.49
O2 -2.97588 -1.85056 1.87454  -0.54
O3 -1.45976 -1.27568 0.30923  -0.62
C7 2.04842 0.84085 1.35802  0.49
O4 3.09514 1.35739 1.59791  -0.55
O5 1.71909 0.29527 0.16618  -0.49
H1 0.67229 0.79018 6.18110  0.31
H2 1.90525 1.16088 4.20859  0.45
H3 -1.91690 -0.86247 4.44414  0.55
O6 -2.22818 0.39866 -3.46616  -0.50
P1 -0.75038 0.99475 -3.25162  1.04
O7 -0.03190 1.22825 -4.49238  -0.67
O8 -0.11902 0.06160 -2.18751  -0.40
O9 -1.06891 2.36582 -2.44840  -0.27
P2 -1.60011 2.52438 -0.94761  0.70
O10 -2.65550 1.31698 -0.81024  -0.42
O11 -2.04561 3.86855 -0.64200  -0.72
O12 -0.46914 1.93630 -0.01469  -0.44
H4 -2.45637 0.41414 -4.40422  0.33
H5 -3.18677 1.14322 -1.60117  0.34

Forces on atoms 1 to 2 (eV/Å):
Os -0.048 0.021 0.118
O 0.008 0.002 0.001

The total energy comes out at -2001.0831 a.u. Its LUMO energy is -2.11 eV. As for the frontier orbital gap: 7.94 eV. Its total charge is 0.

The following is a DFT calculation (ωB97M-V/def2-TZVPD) of a 2-piece molecular cluster, C4H11NO2 overall in a non-equilibrium geometry.

Last column: Mulliken charge in e.
Element x y z (Å)
C1 -0.21349 0.62742 2.81572  -1.37
C2 -0.55226 0.56431 1.33502  0.58
N1 0.54667 0.71435 0.39227  -0.75
C3 -1.38759 -0.70299 1.00095  -0.90
C4 -1.56314 -0.98232 -0.48012  -0.09
O1 -1.78962 -0.18849 -1.34949  -0.47
H1 0.79963 0.34753 3.03742  0.36
H2 -0.85980 -0.10352 3.30738  0.35
H3 -0.40130 1.53124 3.30348  0.34
H4 -1.23556 1.39156 1.12054  0.24
H5 0.78669 -0.20407 0.03675  0.27
H6 0.26346 1.20295 -0.44679  0.31
H7 -2.36456 -0.75371 1.49006  0.41
H8 -0.83161 -1.55026 1.41601  0.40
H9 -1.72961 -2.07480 -0.62422  0.33
O2 3.29752 -0.15151 -5.72049  -0.64
H10 3.18495 -0.11035 -4.76737  0.32
H11 4.04961 0.44266 -5.86714  0.32

Forces on atoms 1 to 2 (eV/Å):
C -0.187 -1.970 -0.363
C -1.792 0.696 -0.892

The total energy comes out at -364.2053 a.u. Its LUMO energy is 0.69 eV. As for the frontier orbital gap: 10.21 eV. Its total charge is 0. The relative energy (zero: lowest compared OMol25 entry of this formula, charge and spin) comes out at 1.712 eV.

The following is a DFT calculation (ωB97M-V/def2-TZVPD) of C4H5N3 as an isolated structure in a non-equilibrium geometry.

Last column: Mulliken charge in e.
Element x y z (Å)
C1 1.21443 1.61202 0.04296  -0.41
C2 0.28106 0.68595 -0.03295  0.42
C3 -1.65463 0.05990 -0.06868  -0.06
C4 0.37748 -0.73552 -0.02224  0.40
H1 1.20040 2.63565 0.47996  0.32
H2 2.26726 0.92177 0.07314  0.04
H3 -2.62986 -0.24476 0.06492  0.40
H4 -1.14008 -1.92746 -0.17774  0.29
H5 2.26490 -1.02026 -0.14229  0.23
N1 -1.03171 1.11991 -0.14085  -0.59
N2 -0.90067 -1.08334 0.24620  -0.26
N3 1.46485 -1.47928 -0.07857  -0.80

Forces on atoms 1 to 2 (eV/Å):
C 4.922 -2.603 1.599
C 0.515 4.267 -0.866

The total energy comes out at -319.5890 a.u. Its LUMO energy is -0.12 eV. As for the frontier orbital gap: 8.82 eV. Its total charge is 0. The relative energy (zero: lowest compared OMol25 entry of this formula, charge and spin) comes out at 3.353 eV.

The following is a DFT calculation (ωB97M-V/def2-TZVPD) of a 3-piece molecular cluster, C27H52IN4O4 overall in a non-equilibrium geometry.

Last column: Mulliken charge in e.
Element x y z (Å)
C1 -2.50978 6.43559 0.19358  -0.71
C2 -2.68328 5.62741 1.56857  0.63
O1 -1.91513 5.96024 2.51446  -0.53
O2 -3.65462 4.61729 1.80832  -0.32
C3 -3.46162 3.48069 0.88848  -0.41
C4 -2.43351 2.43054 1.53898  -0.40
C5 -1.73904 1.44412 0.47536  -0.16
C6 -0.86212 0.29888 1.23367  -0.54
C7 -0.27997 -0.74994 0.14698  0.14
C8 1.15473 -0.34596 -0.44531  -0.12
C9 1.06124 0.76486 -1.58664  -0.14
C10 1.81247 2.11019 -1.31645  -0.11
N1 1.79353 3.20890 -2.24720  -0.30
I1 2.80838 4.94391 -1.73811  0.35
C11 1.07054 3.08523 -3.48700  -0.19
C12 0.25510 1.80303 -3.89141  -0.15
C13 -0.52975 1.84181 -5.27826  -0.37
N2 -1.10295 3.24027 -5.40838  -0.66
C14 0.25243 0.55924 -2.92439  0.96
C15 -0.50879 -0.78652 -3.26995  0.22
O3 -1.64037 -0.88923 -3.78507  -0.53
O4 0.15882 -2.00537 -2.91007  -0.44
H1 -3.36741 7.18681 0.08898  0.26
H2 -2.53374 5.76029 -0.72892  0.20
H3 -1.51576 6.99047 0.17977  0.28
H4 -3.10848 3.81501 -0.14570  0.18
H5 -4.50702 3.02485 0.75866  0.31
H6 -1.60188 2.98830 2.08587  0.23
H7 -3.06099 1.75311 2.23583  0.24
H8 -2.59932 0.94749 -0.11679  0.23
H9 -1.08623 1.99259 -0.28925  0.07
H10 -0.05751 0.74346 1.91471  0.00
H11 -1.63384 -0.30426 1.85036  0.36
H12 -1.10619 -0.85099 -0.65643  -0.31
H13 -0.15947 -1.81028 0.59205  0.28
H14 1.80897 0.06517 0.41004  -0.25
H15 1.73723 -1.23451 -0.89174  0.46
H16 2.36571 2.24531 -0.32303  0.25
H17 1.07244 3.99250 -4.18392  0.46
H18 -1.43956 1.13499 -5.23388  0.33
H19 0.09450 1.55311 -6.18959  0.30
H20 -2.00023 3.16602 -5.92556  0.29
H21 -1.39147 3.59286 -4.47589  0.20
H22 -0.15725 -2.67698 -3.55724  0.39
C16 -4.22532 -7.21225 -1.99954  -1.41
C17 -3.73269 -6.26192 -0.91352  -0.31
N3 -2.42488 -5.66867 -1.18722  0.14
C18 -1.87631 -4.95084 -0.03683  -0.81
C19 -2.62364 -3.70673 0.44609  -0.53
C20 -2.28549 -4.98183 -2.46527  -0.70
C21 -3.22610 -3.81017 -2.74636  -0.65
H23 -3.52128 -8.03363 -2.15633  0.33
H24 -5.18467 -7.64383 -1.70138  0.43
H25 -4.38489 -6.70069 -2.95143  0.30
H26 -3.66519 -6.84504 0.01198  0.44
H27 -4.49950 -5.49654 -0.74693  0.25
H28 -0.83580 -4.67475 -0.24748  0.34
H29 -1.81303 -5.65322 0.80133  0.37
H30 -2.44308 -2.84822 -0.20225  -0.15
H31 -2.26482 -3.42811 1.44247  0.37
H32 -3.70066 -3.86720 0.52503  0.38
H33 -2.40921 -5.71820 -3.26621  0.36
H34 -1.25004 -4.63876 -2.58012  0.23
H35 -4.25174 -4.00818 -2.42853  0.31
H36 -3.25161 -3.60680 -3.82103  0.34
H37 -2.88250 -2.89529 -2.26181  -0.03
C22 6.43962 0.11093 5.20387  -1.42
C23 5.89621 1.21601 4.30472  -0.31
N4 5.30683 0.73444 3.05608  0.11
C24 5.00711 1.81443 2.11857  -0.72
C25 3.94167 2.83348 2.52656  -0.78
C26 4.26374 -0.27706 3.18467  -0.75
C27 3.02090 0.08545 3.99784  -0.75
H38 7.20276 -0.47889 4.68949  0.33
H39 6.89858 0.55358 6.09198  0.43
H40 5.65152 -0.56127 5.55044  0.30
H41 6.74009 1.87225 4.06276  0.44
H42 5.18647 1.81812 4.88366  0.25
H43 4.72651 1.38222 1.14932  0.37
H44 5.93678 2.35904 1.92083  0.40
H45 2.93309 2.43069 2.41820  0.03
H46 4.00215 3.70877 1.87051  0.31
H47 4.06959 3.18947 3.55029  0.36
H48 4.70913 -1.17506 3.62473  0.38
H49 3.94924 -0.60124 2.18534  0.31
H50 3.26081 0.63208 4.91191  0.29
H51 2.49391 -0.82670 4.29259  0.40
H52 2.31697 0.67962 3.41251  0.02

Forces on atoms 1 to 2 (eV/Å):
C -0.648 -0.584 -0.292
C 2.775 1.352 2.965

The total energy comes out at -1877.1636 a.u. Its LUMO energy is -5.14 eV. As for the frontier orbital gap: 4.80 eV. Its total charge is +1.